Below is a structure of composition C37H40GeN4O6S2Zn in a non-equilibrium geometry, with properties calculated with wB97M-V/def2-TZVPD.

Properties
E_tot	-6756.52713	a.u.
HOMO-LUMO gap	0.254	Eh
net charge	+2
spin multiplicity	1
LUMO energy	-5.740	eV

Geometry (Å):
Zn 1.166 0.053 1.263
S 0.908 2.002 7.921
C 1.265 3.579 8.361
C 1.102 4.386 7.285
C 0.789 3.734 6.075
C 0.656 2.383 6.251
C 0.366 1.275 5.368
C 0.908 1.257 4.057
N 0.773 0.237 3.225
C 0.164 -0.858 3.663
C -0.398 -0.997 4.928
C -1.060 -2.249 5.317
C -1.404 -3.189 4.429
C -0.917 -3.063 3.070
C -1.284 -3.906 2.045
C -0.739 -3.778 0.746
C 0.046 -2.623 0.524
N 0.299 -1.730 1.446
C -0.115 -1.950 2.726
C -1.092 -4.621 -0.398
C -0.604 -4.537 -1.698
C -1.284 -5.447 -2.534
C -2.229 -6.235 -1.887
S -2.329 -5.762 -0.258
C -0.247 0.098 5.769
H 1.500 3.800 9.385
H 1.166 5.512 7.338
H 0.546 4.297 5.157
H 1.507 2.110 3.694
H -1.429 -2.436 6.315
H -2.049 -4.011 4.684
H -2.093 -4.609 2.185
H 0.301 -2.376 -0.521
H 0.323 -4.053 -2.017
H -0.965 -5.616 -3.547
H -2.931 -6.966 -2.307
H -0.491 -0.038 6.808
C -3.317 -2.573 -5.912
C -3.040 -1.355 -5.060
C -2.784 -1.710 -3.595
C -2.697 -0.513 -2.599
Ge -1.112 0.558 -2.940
C 0.685 -0.185 -2.809
C 0.929 -0.753 -4.243
C 2.338 -1.353 -4.457
C 2.543 -2.620 -3.624
H -3.311 -2.287 -6.944
H -4.286 -3.004 -5.579
H -2.483 -3.301 -5.769
H -3.868 -0.600 -5.045
H -2.167 -0.784 -5.414
H -1.852 -2.300 -3.555
H -3.585 -2.411 -3.217
H -2.702 -0.854 -1.523
H -3.595 0.108 -2.792
H -1.064 1.305 -4.222
H 0.804 -0.880 -1.951
H 1.377 0.665 -2.642
H 0.762 0.080 -4.855
H 0.189 -1.488 -4.441
H 3.144 -0.587 -4.353
H 2.426 -1.627 -5.523
H 2.553 -2.422 -2.542
H 3.552 -2.929 -3.788
H 1.966 -3.498 -3.923
N 5.163 1.125 -1.844
C 4.462 1.759 -0.697
C 3.376 0.796 -0.176
O 3.231 -0.281 -0.801
O 2.692 1.155 0.815
H 4.964 1.802 -2.673
H 4.706 0.208 -1.983
H 6.144 1.051 -1.737
H 4.117 2.730 -0.998
H 5.148 1.983 0.125
O -1.218 2.072 -1.756
C -0.656 2.015 -0.604
O -0.103 1.024 -0.135
C -0.613 3.345 0.121
C 0.246 3.481 1.214
C 0.254 4.747 1.822
C -0.649 5.755 1.485
C -1.557 5.494 0.475
C -1.607 4.280 -0.134
N -2.614 6.536 0.317
O -2.216 7.704 0.263
O -3.781 6.209 0.286
H 1.034 2.849 1.460
H 0.954 4.967 2.593
H -0.657 6.722 1.942
H -2.346 4.119 -0.931

Below is a structure of composition C37H40N10O3P2RbSe in a non-equilibrium geometry, with properties calculated with wB97M-V/def2-TZVPD.

Properties
E_tot	-5315.15418	a.u.
HOMO-LUMO gap	0.251	Eh
net charge	+1
spin multiplicity	1
energy relative to the best compared isomer or geometry (same formula, charge and spin)	0.7383	eV
LUMO energy	-3.043	eV

Geometry (Å):
Rb -0.117 -0.334 1.263
N -3.330 1.473 2.639
N -4.227 0.474 3.026
C -3.978 -0.822 2.716
N -4.919 -1.707 3.079
N -2.863 -1.041 2.035
N -2.532 -2.351 1.730
O -1.672 -2.410 0.874
O -3.003 -3.317 2.300
H -3.249 2.155 3.381
H -3.620 1.913 1.770
H -5.179 0.728 3.253
H -5.645 -1.403 3.705
H -4.678 -2.686 3.039
C 1.453 1.172 -2.362
N -0.018 0.995 -2.382
P -0.632 2.106 -1.163
C -0.241 3.678 -1.993
C 0.100 4.763 -1.194
C 0.362 6.001 -1.769
C 0.300 6.151 -3.144
C -0.022 5.065 -3.950
C -0.295 3.836 -3.378
C -2.457 2.064 -1.320
C -3.133 1.004 -0.714
C -4.516 0.933 -0.748
C -5.251 1.944 -1.353
C -4.593 3.019 -1.927
C -3.207 3.077 -1.915
P -0.407 -0.701 -2.161
C 0.603 -1.476 -3.459
C 1.332 -2.608 -3.114
C 2.075 -3.285 -4.074
C 2.098 -2.825 -5.379
C 1.374 -1.690 -5.732
C 0.626 -1.025 -4.779
C -2.058 -0.837 -2.912
C -2.835 -1.928 -2.538
C -4.105 -2.097 -3.070
C -4.610 -1.168 -3.966
C -3.838 -0.078 -4.346
C -2.563 0.081 -3.830
H 1.702 2.194 -2.645
H 1.919 0.505 -3.084
H 1.892 0.978 -1.372
H 0.169 4.640 -0.119
H 0.624 6.842 -1.141
H 0.512 7.112 -3.594
H -0.060 5.182 -5.025
H -0.539 2.981 -3.997
H -2.593 0.199 -0.230
H -5.020 0.077 -0.314
H -6.332 1.890 -1.379
H -5.159 3.814 -2.394
H -2.707 3.919 -2.374
H 1.314 -2.968 -2.092
H 2.631 -4.171 -3.798
H 2.676 -3.350 -6.128
H 1.390 -1.334 -6.753
H 0.054 -0.147 -5.055
H -2.451 -2.644 -1.819
H -4.702 -2.952 -2.778
H -5.606 -1.292 -4.371
H -4.232 0.647 -5.046
H -1.962 0.936 -4.112
Se -0.863 -0.724 4.918
N 0.240 -1.630 3.795
C 1.172 -2.169 4.539
C 2.246 -2.973 4.024
C 3.168 -3.459 4.884
C 3.099 -3.192 6.299
C 2.107 -2.446 6.833
C 1.102 -1.905 5.963
N 0.101 -1.164 6.363
H 2.274 -3.171 2.961
H 3.985 -4.068 4.522
H 3.866 -3.614 6.933
H 2.036 -2.241 7.891
N 2.639 0.488 1.692
C 3.787 0.449 1.818
N 5.105 0.408 1.959
C 5.611 0.801 3.290
C 5.535 -0.384 4.239
O 6.230 -1.497 3.706
C 5.673 -1.919 2.476
C 5.755 -0.809 1.438
H 5.026 1.646 3.651
H 6.645 1.124 3.158
H 4.484 -0.652 4.423
H 6.003 -0.147 5.194
H 4.622 -2.212 2.622
H 6.235 -2.794 2.155
H 5.273 -1.094 0.503
H 6.795 -0.556 1.230

Below is a cluster of 8 separate species, C37H40N7O15 in total in a non-equilibrium geometry, with properties calculated with wB97M-V/def2-TZVPD.

Properties
E_tot	-2944.73899	a.u.
HOMO-LUMO gap	0.230	Eh
net charge	-1
spin multiplicity	1
energy relative to the best compared isomer or geometry (same formula, charge and spin)	1.4453	eV
LUMO energy	-0.219	eV

Geometry (Å):
C 0.343 0.282 -0.186
O 1.001 1.189 0.308
O -0.868 0.529 -0.693
O 0.803 -0.805 -0.445
H -1.041 1.464 -0.422
C -3.346 -0.289 -2.638
C -2.668 0.768 -3.562
C -2.857 0.603 -5.030
C -3.665 -0.525 -5.585
C -4.251 -1.702 -4.599
C -4.072 -1.342 -3.152
N -3.999 -0.590 -7.001
O -4.676 -1.551 -7.466
O -3.266 0.164 -7.711
H -3.173 -0.232 -1.515
H -2.168 1.569 -2.998
H -2.290 1.103 -5.766
H -4.849 -2.449 -4.858
H -4.671 -1.895 -2.449
C -1.975 0.936 3.169
C -2.362 -0.482 2.828
C -3.230 -1.275 3.694
C -3.553 -0.751 5.081
C -3.223 0.730 5.429
C -2.439 1.547 4.390
N -4.173 -1.629 6.120
O -4.976 -2.476 5.670
O -4.023 -1.412 7.301
H -1.408 1.499 2.504
H -2.220 -0.820 1.809
H -3.503 -2.229 3.646
H -3.636 1.162 6.322
H -2.013 2.573 4.784
C -3.271 -3.092 0.164
C -3.699 -4.359 1.016
C -2.577 -5.138 1.725
C -1.170 -4.561 1.617
C -0.751 -3.386 0.838
C -1.956 -2.795 -0.001
N -0.082 -5.165 2.588
O 0.807 -4.352 3.028
O -0.352 -6.284 3.196
H -3.928 -2.621 -0.602
H -4.730 -4.904 0.994
H -2.711 -6.038 2.202
H 0.123 -2.864 0.787
H -1.681 -2.079 -0.680
C 2.000 -1.496 4.042
C 1.611 -0.288 3.291
C 1.252 0.990 3.999
C 1.326 1.077 5.442
C 1.608 -0.209 6.241
C 1.978 -1.463 5.430
N 1.145 2.216 6.292
O 0.997 2.174 7.533
O 1.154 3.371 5.778
H 2.144 -2.453 3.718
H 1.378 -0.460 2.128
H 0.904 1.973 3.363
H 1.679 -0.237 7.445
H 2.269 -2.385 5.942
C 0.192 -1.170 -5.119
C 1.378 -1.392 -5.983
C 2.816 -0.961 -5.666
C 2.931 -0.096 -4.490
C 1.740 0.077 -3.493
C 0.306 -0.495 -3.870
N 4.260 0.477 -4.102
O 4.226 1.628 -3.588
O 5.269 -0.146 -4.534
H -0.631 -1.608 -5.487
H 1.219 -1.579 -7.041
H 3.706 -1.076 -6.188
H 1.694 0.507 -2.614
H -0.475 -0.358 -2.980
C 1.990 3.905 -1.596
O 2.901 4.746 -1.170
N 0.949 4.460 -2.265
C -0.307 3.748 -2.627
C 0.903 5.871 -2.797
H 1.970 2.820 -1.272
H -0.340 3.265 -3.457
H -1.170 4.419 -2.243
H 0.067 2.903 -1.967
H 1.959 6.195 -2.687
H 0.076 6.596 -2.387
H 0.809 5.976 -3.716
C 4.021 1.715 1.811
O 4.570 2.227 2.799
N 4.734 1.103 0.986
C 4.201 0.539 -0.346
C 6.179 0.990 1.013
H 3.093 1.760 1.362
H 3.397 -0.240 -0.091
H 4.990 0.113 -0.904
H 3.851 1.329 -0.942
H 6.318 1.902 1.356
H 6.661 0.593 0.114
H 6.509 0.419 1.730

Below is a structure of composition C37H40O2P2Zn in a non-equilibrium geometry, with properties calculated with wB97M-V/def2-TZVPD.

Properties
E_tot	-4046.24370	a.u.
HOMO-LUMO gap	0.262	Eh
net charge	0
spin multiplicity	1
energy relative to the best compared isomer or geometry (same formula, charge and spin)	0.0000	eV
LUMO energy	-0.648	eV

Geometry (Å):
Zn 1.804 -1.664 0.004
C -2.476 0.106 0.430
C -2.484 -0.071 -0.902
C -2.786 0.916 -1.980
C -1.646 1.747 -2.596
C -0.705 2.380 -1.616
C -0.953 2.576 -0.318
C -2.321 2.635 0.296
C -2.699 1.405 1.164
C 2.864 -0.397 -1.041
H -2.305 -0.763 1.067
H -2.212 -1.052 -1.301
H -3.577 1.574 -1.620
H -3.255 0.337 -2.791
H -1.057 1.081 -3.248
H -2.116 2.512 -3.248
H 0.195 2.788 -2.068
H -0.123 2.788 0.381
H -3.047 2.706 -0.521
H -2.428 3.533 0.913
H -2.104 1.410 2.090
H -3.752 1.490 1.480
H 3.922 -0.609 -0.946
H 2.610 0.637 -0.781
H 2.563 -0.626 -2.081
P 0.067 -2.198 -9.148
P 1.976 0.357 -9.480
C -0.593 -0.637 -9.782
C 0.241 0.428 -9.968
C -0.728 -3.382 -10.319
C -1.880 -3.097 -11.065
C -2.450 -4.076 -11.894
C -1.840 -5.331 -12.013
C -0.646 -5.596 -11.329
C -0.084 -4.625 -10.497
C -0.925 -2.338 -7.600
C -0.585 -1.465 -6.545
C -1.301 -1.515 -5.351
C -2.365 -2.415 -5.207
C -2.701 -3.281 -6.257
C -1.966 -3.262 -7.446
C 2.649 1.110 -11.064
C 2.595 0.315 -12.227
C 3.025 0.832 -13.446
C 3.521 2.134 -13.531
C 3.612 2.913 -12.372
C 3.204 2.394 -11.138
C 2.074 1.799 -8.342
C 3.227 1.867 -7.530
C 3.421 2.970 -6.701
C 2.458 3.985 -6.641
C 1.288 3.885 -7.401
C 1.076 2.773 -8.226
H -1.669 -0.573 -9.972
H -0.118 1.349 -10.435
H -2.343 -2.116 -11.015
H -3.362 -3.859 -12.449
H -2.287 -6.098 -12.648
H -0.148 -6.562 -11.448
H 0.855 -4.812 -9.974
H 0.227 -0.743 -6.673
H -1.019 -0.857 -4.524
H -2.919 -2.454 -4.269
H -3.525 -3.980 -6.149
H -2.220 -3.952 -8.252
H 2.197 -0.703 -12.163
H 2.964 0.211 -14.343
H 3.851 2.542 -14.484
H 3.994 3.929 -12.414
H 3.295 2.996 -10.229
H 3.967 1.065 -7.579
H 4.337 3.045 -6.111
H 2.622 4.852 -6.000
H 0.545 4.679 -7.362
H 0.144 2.688 -8.785
C 0.577 -0.737 4.136
O 0.578 -1.554 2.927
C 0.983 -0.858 1.858
O 0.993 0.370 1.873
H -0.054 0.159 3.998
H 1.599 -0.409 4.339
H 0.222 -1.378 4.946

Below is a structure of composition C37H41AlF5N3OS2Te in a non-equilibrium geometry, with properties calculated with wB97M-V/def2-TZVPD.

Properties
E_tot	-3479.97174	a.u.
HOMO-LUMO gap (spin up / spin down)	0.233 / 0.268	Eh
net charge	+1
spin multiplicity	2
LUMO energy (spin up / spin down)	-2.520 / -2.555	eV

Geometry (Å):
Al 0.042 -0.044 -1.322
C -2.391 0.345 -3.207
C -2.054 1.692 -2.558
N -0.629 1.728 -2.228
C 0.272 2.246 -3.264
C 0.561 1.223 -4.358
S 0.958 -0.412 -3.633
C -0.315 -1.538 -4.315
C -1.387 -1.895 -3.285
N -1.738 -0.738 -2.452
H -2.027 0.325 -4.231
H -3.474 0.219 -3.241
H -2.622 1.785 -1.627
H -2.335 2.510 -3.228
H -0.461 2.347 -1.421
H 1.209 2.507 -2.761
H -0.135 3.159 -3.714
H 1.448 1.528 -4.914
H -0.263 1.131 -5.064
H 0.230 -2.433 -4.615
H -0.722 -1.087 -5.219
H -0.996 -2.672 -2.622
H -2.267 -2.300 -3.799
H -2.392 -1.063 -1.738
F 5.712 -3.560 -3.633
C 5.032 -3.051 -2.603
C 3.656 -2.865 -2.686
F 2.980 -3.195 -3.802
C 2.970 -2.341 -1.606
F 1.605 -2.228 -1.711
C 3.608 -1.917 -0.433
S 2.768 -1.165 0.848
C 4.999 -2.133 -0.376
F 5.656 -1.786 0.732
C 5.696 -2.698 -1.426
F 7.012 -2.889 -1.336
C -6.718 2.230 3.584
C -5.472 1.872 2.840
C -4.598 2.847 2.382
C -3.407 2.522 1.754
C -2.519 3.629 1.262
C -3.074 1.174 1.574
Te -1.029 0.842 0.930
N 1.623 0.210 -0.571
C 2.019 1.473 -0.436
O 1.184 2.398 -0.280
C 3.464 1.738 -0.655
C 4.031 1.148 -1.785
C 5.325 1.452 -2.162
C 6.077 2.328 -1.395
C 5.532 2.881 -0.247
C 4.228 2.599 0.121
C -0.539 -0.787 2.222
C -0.286 -0.448 3.554
C -0.489 0.930 4.108
C 0.153 -1.432 4.432
C 0.363 -2.736 4.020
C 0.865 -3.785 4.960
C 0.111 -3.049 2.691
C -0.334 -2.100 1.784
C -0.561 -2.578 0.381
C -3.974 0.183 1.958
C -3.719 -1.268 1.701
C -5.158 0.546 2.587
H -6.814 3.307 3.692
H -6.703 1.782 4.577
H -7.596 1.851 3.065
H -4.846 3.887 2.536
H -2.950 4.597 1.505
H -2.399 3.576 0.177
H -1.526 3.578 1.712
H 3.430 0.469 -2.382
H 5.740 1.016 -3.062
H 7.084 2.581 -1.693
H 6.117 3.556 0.357
H 3.808 3.039 1.011
H -0.441 1.694 3.329
H 0.273 1.155 4.851
H -1.466 0.997 4.587
H 0.338 -1.164 5.462
H 0.946 -3.394 5.971
H 1.848 -4.129 4.640
H 0.198 -4.647 4.966
H 0.276 -4.060 2.346
H 0.086 -3.429 0.184
H -0.303 -1.781 -0.349
H -1.593 -2.900 0.229
H -2.958 -1.383 0.931
H -4.636 -1.761 1.380
H -3.373 -1.765 2.607
H -5.842 -0.228 2.902